# C26H54N2O52S12

A molecular structure, C26H54N2O52S12 at a distorted geometry (the ωB97M-V functional and the def2-TZVPD basis, the Open Molecules 2025 dataset).

Output
HOMO-LUMO gap	10.688	eV
DFT total energy	-267292.623	eV
M	1611.5	g mol⁻¹
net charge	0
HOMO	-10.80	eV
lowest unoccupied orbital energy	-0.12	eV
2S+1	1

Geometry (Å):
C  0.386  -3.319  -4.437
C  1.810  -3.840  -4.294
O  2.599  -2.809  -4.856
S  2.009  -1.431  -4.425
O  1.941  -0.550  -5.552
O  2.587  -0.959  -3.265
O  0.556  -1.885  -4.130
H  -0.266  -3.761  -3.657
H  0.029  -3.470  -5.488
H  2.105  -4.707  -4.889
H  2.034  -3.967  -3.206
C  -6.180  2.574  0.918
C  -7.520  1.788  0.942
O  -7.185  0.680  0.079
S  -5.711  0.235  0.386
O  -5.071  0.203  -0.905
O  -5.690  -0.879  1.276
O  -5.234  1.565  1.148
H  -6.146  3.284  1.722
H  -6.059  3.076  -0.045
H  -8.369  2.264  0.469
H  -7.630  1.417  1.967
C  0.931  -1.564  3.939
C  1.627  -0.968  5.177
O  2.927  -1.474  5.292
S  3.359  -2.146  3.907
O  4.217  -3.201  4.211
O  3.677  -1.135  2.988
O  1.900  -2.645  3.550
H  0.922  -0.735  3.209
H  -0.088  -1.908  4.153
H  1.099  -1.216  6.124
H  1.668  0.127  5.019
C  -1.956  3.639  -0.602
C  -1.394  4.740  -1.498
O  -2.460  4.995  -2.507
S  -3.447  3.769  -2.543
O  -2.803  2.785  -3.308
O  -4.753  4.216  -2.709
O  -3.325  3.399  -0.933
H  -1.969  4.010  0.458
H  -1.268  2.782  -0.677
H  -0.511  4.382  -2.035
H  -1.206  5.757  -1.012
C  -2.512  -0.196  3.336
C  -2.578  1.296  2.859
O  -1.426  1.830  3.654
S  -1.704  1.278  5.141
O  -2.841  2.008  5.560
O  -0.528  1.115  5.904
O  -2.201  -0.173  4.757
H  -1.762  -0.823  2.860
H  -3.592  -0.562  3.341
H  -3.497  1.705  3.201
H  -2.311  1.420  1.831
C  -3.137  -2.989  -0.385
C  -3.847  -4.247  0.107
O  -2.777  -5.033  0.713
S  -1.523  -4.067  1.164
O  -0.326  -4.402  0.403
O  -1.508  -4.019  2.592
O  -2.209  -2.730  0.812
H  -3.747  -2.085  -0.531
H  -2.499  -3.101  -1.267
H  -4.332  -4.875  -0.681
H  -4.627  -4.049  0.816
C  2.072  -0.199  -0.266
C  1.537  -1.594  -0.162
O  0.180  -1.631  -0.671
S  -0.431  -0.197  -0.479
O  -1.498  -0.147  0.430
O  -0.550  0.312  -1.788
O  0.851  0.388  0.305
H  2.319  0.157  -1.290
H  2.811  0.024  0.538
H  1.483  -1.952  0.879
H  2.053  -2.284  -0.820
C  6.686  -1.043  1.526
C  7.563  -0.477  0.325
O  6.912  -1.047  -0.906
S  5.431  -1.424  -0.617
O  5.035  -2.486  -1.417
O  4.761  -0.163  -0.552
O  5.784  -1.970  0.860
H  6.124  -0.262  2.056
H  7.136  -1.718  2.232
H  8.573  -0.794  0.278
H  7.351  0.577  0.259
C  1.933  2.401  -5.575
C  1.094  2.332  -4.315
O  0.713  3.809  -4.157
S  1.992  4.677  -4.545
O  2.972  4.479  -3.563
O  1.507  5.871  -5.061
O  2.431  3.783  -5.839
H  1.196  2.090  -6.423
H  2.738  1.690  -5.618
H  1.695  1.952  -3.441
H  0.230  1.686  -4.351
C  -3.696  0.355  -4.361
C  -2.206  0.233  -4.618
O  -2.065  -1.154  -5.053
S  -3.181  -1.439  -6.082
O  -3.390  -2.854  -6.087
O  -2.960  -0.748  -7.325
O  -4.330  -0.660  -5.224
H  -4.164  1.291  -4.617
H  -4.036  0.114  -3.345
H  -1.502  0.250  -3.834
H  -1.951  0.865  -5.434
C  1.904  4.206  2.857
C  1.188  3.476  1.718
O  1.570  4.179  0.499
S  1.554  5.735  1.038
O  0.206  5.987  1.388
O  2.252  6.520  0.114
O  2.321  5.494  2.329
H  2.790  3.714  3.191
H  1.175  4.472  3.642
H  0.078  3.532  1.874
H  1.395  2.381  1.637
C  3.334  -6.742  2.142
C  4.815  -6.518  1.701
O  4.697  -5.947  0.347
S  3.357  -5.108  0.383
O  2.861  -4.999  -0.930
O  3.492  -3.975  1.260
O  2.434  -6.243  1.096
H  3.051  -6.118  3.020
H  3.140  -7.776  2.318
H  5.451  -7.366  1.531
H  5.294  -5.851  2.347
C  -5.767  1.000  6.277
N  -6.219  0.181  5.127
O  -6.491  -0.957  5.208
O  -6.179  0.809  4.045
H  -6.536  1.736  6.498
H  -4.815  1.503  5.939
H  -5.719  0.520  7.252
C  3.925  2.871  -1.116
N  4.558  2.415  0.148
O  3.794  2.251  1.143
O  5.764  2.237  0.131
H  4.178  2.077  -1.802
H  4.418  3.757  -1.343
H  2.864  3.037  -1.006

These are the Mulliken partial charges, in e, on atoms 1 to 99: C -0.189; C -0.259; O -0.338; S 0.689; O -0.692; O 0.020; O 0.025; H 0.195; H 0.305; H 0.353; H 0.128; C -0.341; C -0.404; O -0.370; S 1.090; O -0.511; O -0.608; O 0.030; H 0.442; H 0.121; H 0.362; H 0.231; C 0.521; C -0.413; O -0.374; S 0.847; O -0.639; O -0.281; O -0.326; H -0.392; H 0.462; H 0.271; H 0.237; C 0.453; C 0.331; O -0.421; S 0.855; O -0.281; O -0.642; O -0.336; H 0.231; H -0.318; H -0.147; H 0.141; C 0.680; C -0.352; O -0.127; S 1.263; O -0.755; O -0.629; O -0.369; H -0.490; H 0.120; H 0.511; H 0.029; C 0.135; C -0.322; O -0.405; S 1.361; O -0.447; O -0.678; O -0.280; H -0.080; H 0.081; H 0.303; H 0.322; C 0.259; C 0.871; O -0.146; S -0.807; O 0.254; O 0.023; O 0.277; H -0.279; H 0.154; H -0.558; H -0.244; C -0.302; C -0.361; O -0.471; S 0.652; O -0.592; O 0.007; O -0.135; H 0.116; H 0.403; H 0.310; H 0.231; C -0.255; C 1.287; O -0.277; S 1.027; O -0.459; O -0.578; O -0.415; H 0.255; H 0.414; H -0.287; H -0.701